The following is a DFT calculation (ωB97M-V with the def2-TZVPD basis set) of a single C2H5NO3 molecule.

SMILES = NO[C@H]1O[C@@H]1O

Each atom is followed by the atoms it is bonded to, with distances in Å.
Cartesian coordinates (Å):
1 N -0.58380 0.08839 -2.05546  O2 1.430, H7 1.017, H8 1.017
2 O 0.48900 0.42447 -1.17140  N1 1.430, C3 1.412
3 C 0.45910 -0.40744 -0.03141  O2 1.412, O4 1.363, C5 1.468, H9 1.090
4 O 1.45357 -0.22224 0.88184  C3 1.363, C5 1.467
5 C 0.10546 0.23184 1.24136  C3 1.468, O4 1.467, O6 1.359, H10 1.088
6 O -0.60804 -0.46542 2.16439  C5 1.359, H11 0.966
7 H -1.08369 0.95750 -2.22389  N1 1.017
8 H -0.14268 -0.19432 -2.92737  N1 1.017
9 H 0.11395 -1.42106 -0.23433  C3 1.090
10 H 0.05419 1.31688 1.30551  C5 1.088
11 H -0.25707 -0.30861 3.05077  O6 0.966

The following is a DFT calculation (ωB97M-V with the def2-TZVPD basis set) of 3 unconnected molecules or ions with the total composition C4H15NO2S.

SMILES = C[C@@H](N)CCS.O.O

Each atom is followed by the atoms it is bonded to, with distances in Å.
Cartesian coordinates (Å):
1 C -1.51085 0.14102 -1.44316  C2 1.513, H7 1.084, H8 1.093, H9 1.097
2 C -0.55815 -0.42302 -0.41158  C1 1.513, N3 1.504, C4 1.530, H10 1.086
3 N -0.86702 -1.86429 -0.11326  C2 1.504, H11 1.017, H12 1.015
4 C 0.89657 -0.23029 -0.84612  C2 1.530, C5 1.514, H13 1.100, H14 1.096
5 C 1.96327 -0.47817 0.19945  C4 1.514, S6 1.844, H15 1.088, H16 1.086
6 S 1.81443 0.79770 1.52194  C5 1.844, H17 1.337
7 H -1.66156 1.20611 -1.30624  C1 1.084
8 H -2.49690 -0.32707 -1.39187  C1 1.093
9 H -1.13386 -0.09928 -2.44526  C1 1.097
10 H -0.63163 0.04457 0.56560  C2 1.086
11 H -0.72882 -2.35484 -0.99381  N3 1.017
12 H -0.09492 -2.13260 0.48780  N3 1.015
13 H 1.06760 -0.77388 -1.78746  C4 1.100
14 H 1.02495 0.79851 -1.20061  C4 1.096
15 H 1.88168 -1.42103 0.73689  C5 1.088
16 H 2.94863 -0.36175 -0.24236  C5 1.086
17 H 3.07573 0.72506 1.95835  S6 1.337
18 O 0.61388 3.37165 -0.75774  H19 0.970, H20 0.966
19 H 0.61872 3.43104 0.21019  O18 0.970
20 H -0.30334 3.60554 -0.94839  O18 0.966
21 O -3.59985 -2.15881 0.61368  H22 0.969, H23 0.958
22 H -2.76780 -2.64756 0.52189  O21 0.969
23 H -3.68021 -1.60379 -0.16297  O21 0.958

The following is a DFT calculation (ωB97M-V with the def2-TZVPD basis set) of a single C9H12ClN3 molecule.

SMILES = [H]/N=C(/N)NCCc1ccccc1Cl

Each atom is followed by the atoms it is bonded to, with distances in Å.
Cartesian coordinates (Å):
1 H -0.88916 -3.13303 1.99910  N2 0.991
2 N -0.96261 -3.66182 1.16430  H1 0.991, C3 1.333
3 C -0.32446 -3.22192 0.07922  N2 1.333, N4 1.419, N5 1.392
4 N -0.49670 -3.95530 -1.12298  C3 1.419, H15 1.039, H16 1.049
5 N 0.36988 -2.02531 -0.07875  C3 1.392, C6 1.452, H17 1.028
6 C 0.66517 -1.35440 1.17434  N5 1.452, C7 1.544, H18 1.120, H19 1.108
7 C 1.27399 0.05977 1.06379  C6 1.544, C8 1.515, H20 1.302, H21 1.197
8 C 0.65972 0.91567 -0.02535  C7 1.515, C9 1.455, C13 1.366
9 C 1.23079 0.87142 -1.36263  C8 1.455, C10 1.300, H22 1.057
10 C 0.89853 1.65320 -2.34621  C9 1.300, C11 1.487, H23 1.065
11 C -0.08787 2.75119 -2.16597  C10 1.487, C12 1.363, H24 1.171
12 C -0.58943 2.88170 -0.90540  C11 1.363, C13 1.447, H25 1.176
13 C -0.20654 1.95825 0.14014  C8 1.366, C12 1.447, Cl14 1.876
14 Cl -1.13598 2.04950 1.76734  C13 1.876
15 H 0.25704 -3.75902 -1.81111  N4 1.039
16 H -0.56548 -4.99567 -1.24222  N4 1.049
17 H 0.24934 -1.51857 -0.96477  N5 1.028
18 H -0.22759 -1.22573 1.83799  C6 1.120
19 H 1.45302 -1.91793 1.71171  C6 1.108
20 H 2.54499 0.31549 0.94424  C7 1.302
21 H 1.05341 0.45481 2.17165  C7 1.197
22 H 2.08415 0.24826 -1.39210  C9 1.057
23 H 1.47176 1.72857 -3.24089  C10 1.065
24 H -0.22689 3.63187 -2.92497  C11 1.171
25 H -1.38637 3.73715 -0.78285  C12 1.176

The calculation returns the following relative energy (zero: lowest compared OMol25 entry of this formula, charge and spin) values, one per record and in order: 3.714; 0.424; 2.054 eV.
The calculation returns the following frontier orbital gap values, one per record and in order: 10.8; 9.9; 9.3 eV.